Entry 1:
12
Properties=species:S:1:pos:R:3 method="wB97M-V/def2-TZVPD" homo_ha=-0.315 e_tot_ev=-17019.91046 lumo_energy_ev=0.63
S -0.146 -0.105 -1.920
N 0.317 -0.345 0.734
N 0.275 -1.722 0.810
C 0.052 0.453 -0.349
C -0.230 1.612 0.638
C -0.069 0.459 1.889
H -1.273 0.032 2.019
H -0.235 -2.124 -0.144
H 1.367 -2.010 0.860
H 0.511 2.588 0.573
H 0.547 0.366 2.873
H -1.237 2.160 0.662

Entry 2:
22
Properties=species:S:1:pos:R:3 method="wB97M-V/def2-TZVPD" homo_ha=-0.368 e_tot_ev=-13591.89765 lumo_energy_ev=0.74
O -0.392 0.321 0.561
O 1.594 -3.455 -2.924
O -1.308 2.398 -0.665
C 1.341 -2.508 -1.954
C 1.090 -1.234 -0.635
C 0.915 -0.231 0.450
C 0.800 -1.068 -2.150
C 0.848 1.207 0.134
C 2.426 -1.923 -1.031
C 0.420 -2.633 -0.713
H -1.330 3.034 0.055
H -0.256 -0.969 -2.440
H 0.720 -3.362 0.053
H 1.369 -0.505 1.411
H 1.166 1.910 0.910
H 1.447 -0.369 -2.698
H 0.778 -3.667 -3.387
H 3.185 -1.284 -1.503
H -0.663 -2.644 -0.897
H 1.126 1.463 -0.893
H -1.627 1.487 -0.141
H 2.863 -2.605 -0.289

Entry 3:
17
Properties=species:S:1:pos:R:3 method="wB97M-V/def2-TZVPD" homo_ha=-0.310 e_tot_ev=-16650.02524 lumo_energy_ev=1.03
S -2.097 1.490 -0.160
N 1.982 -1.447 -0.545
C 3.302 -2.049 -0.770
C 1.566 -0.680 -1.466
C -3.365 0.431 0.609
C -1.189 2.095 1.294
H -4.337 0.844 0.345
H -1.444 3.129 1.505
H 0.496 -0.475 -1.459
H -3.352 -0.557 0.157
H -1.319 1.437 2.150
H 3.166 -2.912 -1.416
H 3.690 -2.426 0.174
H -3.214 0.383 1.681
H 4.001 -1.308 -1.175
H -0.120 2.044 1.086
H 2.233 0.002 -2.008

Entry 4:
71
Properties=species:S:1:pos:R:3 method="wB97M-V/def2-TZVPD" homo_ha="-0.215 / -0.244" e_tot_ev=-106894.92660 multiplicity=4 lumo_energy_ev="-0.26 / -0.68"
Co -0.257 0.082 0.491
S 2.177 1.989 -2.864
P -2.227 -2.284 -1.299
O -0.876 3.186 3.066
O -1.793 -3.088 -2.504
O -1.100 -1.378 -0.721
O 5.035 -0.140 -1.102
N 2.182 0.414 0.533
N -1.807 -4.909 1.148
N 0.317 1.636 1.777
N 1.670 -2.294 0.261
N -1.728 -0.010 1.814
N -1.880 -0.138 -2.837
N -1.120 1.789 -0.729
C 1.460 -3.604 0.255
C -0.723 2.125 2.449
C 1.577 2.267 1.830
C 3.215 3.912 2.545
C -0.458 3.392 -2.388
C -2.662 3.477 -1.457
C -1.882 1.147 2.475
C 2.158 -4.499 -0.538
C 2.574 -1.790 -0.577
C 3.663 1.221 -2.369
C 3.926 2.069 1.184
C -2.304 2.392 -0.673
C 3.124 -3.982 -1.381
C 1.106 1.606 -1.555
C 4.226 3.232 1.893
C -2.580 -4.095 0.061
C 1.306 0.470 -0.659
C 3.333 -2.610 -1.410
C 2.649 -0.270 -0.645
C -2.690 -0.930 1.920
C -1.706 3.976 -2.339
C -0.165 2.284 -1.557
C -3.090 -0.787 -2.188
C 1.901 3.442 2.519
C 2.626 1.599 1.154
C -3.020 1.440 3.206
C -3.848 -0.722 2.645
C -4.027 0.496 3.288
C 3.778 0.300 -1.426
H -3.646 3.923 -1.369
H 4.714 1.539 0.664
H 3.440 4.824 3.088
H -2.635 -4.761 -0.802
H -2.229 -5.797 1.408
H 1.120 3.977 3.032
H 0.314 3.788 -3.035
H -1.989 0.833 -3.109
H 4.540 1.601 -2.883
H 4.981 -0.694 -0.317
H -2.528 -1.849 1.370
H 1.945 -5.562 -0.511
H -3.577 -3.942 0.476
H -3.067 2.404 3.694
H 5.245 3.600 1.919
H 4.056 -2.184 -2.093
H -1.935 4.830 -2.968
H -1.569 -0.714 -3.615
H -0.876 -5.098 0.804
H -4.604 -1.498 2.687
H -1.706 -4.348 1.983
H -3.013 1.979 0.042
H -3.824 -1.086 -2.929
H -4.935 0.700 3.843
H 3.706 -4.635 -2.020
H -1.141 -0.232 -2.097
H 0.654 -3.930 0.916
H -3.498 -0.079 -1.471